{"formula": "C6H9NO2", "method": "ωB97M-V with the def2-TZVPD basis set", "smiles": "N#C[C@H]1OC[C@H]2C[C@H]21.O", "homo_lumo_gap_ev": 11.5, "homo_energy_ha": -0.3958, "charge": 0, "relative_energy_ev": 1.824, "symbols": ["N", "C", "C", "O", "C", "C", "C", "C", "H", "H", "H", "H", "H", "H", "H", "O", "H", "H"], "positions_angstrom": [[-0.411833, 2.015841, 1.840663], [0.117234, 1.132363, 1.314411], [0.895697, 0.066810, 0.638971], [0.130996, -1.120804, 0.652185], [0.500398, -1.923802, -0.470228], [0.956712, -0.948336, -1.532799], [0.063026, 0.240954, -1.779755], [1.214011, 0.349495, -0.822138], [1.839498, -0.053701, 1.200196], [1.325263, -2.605140, -0.206190], [-0.380158, -2.518869, -0.745603], [1.631964, -1.301138, -2.312330], [0.171054, 0.761392, -2.731465], [-0.950912, 0.220470, -1.371292], [2.075267, 0.974314, -1.052274], [-3.446334, 1.603760, 2.489354], [-2.943563, 0.791934, 2.359199], [-2.788319, 2.314456, 2.529095]], "forces_ev_per_a": [[0.5, -1.0, -0.5], [-0.2, 0.8, 0.4], [0.2, 0.1, 0.0], [-0.2, -0.1, 0.1], [0.1, -0.1, -0.2], [0.1, 0.0, -0.2], [-0.1, 0.0, 0.0], [0.2, 0.2, 0.1], [-0.2, 0.0, -0.1], [-0.2, 0.1, 0.0], [0.2, 0.2, 0.1], [-0.2, 0.1, 0.2], [0.0, -0.2, 0.3], [0.3, 0.0, -0.1], [-0.3, -0.1, 0.1], [0.0, 0.2, 0.0], [0.1, 0.2, 0.0], [-0.1, -0.4, -0.1]]}